[1]
{
  "formula": "C3H3N2O3",
  "method": "wB97M-V/def2-TZVPD",
  "homo_energy_ev": -3.94,
  "spin_multiplicity": 1,
  "homo_lumo_gap_ev": 8.07,
  "total_charge": -1,
  "symbols": ["C", "C", "C", "N", "N", "O", "O", "O", "H", "H", "H"],
  "positions_angstrom": [[-1.975, 0.032, -0.566], [-1.234, 0.669, 0.439], [-1.544, -1.238, -0.766], [-0.555, -1.417, 0.344], [-0.178, -0.241, 1.033], [-1.489, 1.858, 0.845], [-1.931, -2.301, -1.367], [1.030, 0.806, 0.347], [-2.815, 0.609, -0.806], [-0.043, -2.271, 0.464], [1.126, 1.487, 1.047]],
  "forces_ev_per_a": [[0.72, 1.27, 0.51], [-1.39, 3.46, 1.28], [-0.64, -4.33, 0.66], [1.37, 2.30, -0.23], [-1.36, -0.04, -1.54], [1.49, -3.38, -0.28], [1.24, 2.79, 1.02], [-0.10, -1.39, 0.06], [-1.06, 0.07, -1.22], [0.36, 0.06, -0.01], [-0.62, -0.81, -0.26]],
  "nbo_charge": [-0.622, 0.620, 0.604, -0.490, -0.043, -0.696, -0.713, -0.725, 0.227, 0.383, 0.455]
}

***

[2]
{
  "formula": "C3H3N2O3P",
  "method": "wB97M-V/def2-TZVPD",
  "homo_energy_ev": [0.63, 0.65],
  "spin_multiplicity": 1,
  "homo_lumo_gap_ev": [5.76, 5.75],
  "total_charge": -2,
  "symbols": ["C", "C", "C", "N", "N", "O", "O", "O", "P", "H", "H", "H"],
  "positions_angstrom": [[-1.984, -0.474, 0.563], [-0.727, -0.631, 0.998], [-0.775, 0.266, -1.025], [-2.046, 0.097, -0.680], [0.102, -0.097, -0.026], [2.569, -1.169, -0.852], [2.537, 2.555, -1.400], [2.302, 0.057, 1.380], [1.995, 0.003, -0.068], [-3.072, -0.673, 0.948], [-0.470, -0.820, 2.051], [-0.430, 0.887, -1.888]],
  "forces_ev_per_a": [[-4.22, -0.03, -0.55], [1.41, 0.83, 0.53], [0.79, 1.05, 0.70], [0.74, -0.09, -0.85], [-1.02, -0.67, -0.08], [-1.05, 0.95, 0.21], [-0.61, -1.97, 0.94], [-0.09, 0.28, 0.99], [1.03, 0.77, -1.76], [2.57, 0.04, 0.11], [0.62, -0.16, -1.04], [-0.18, -1.02, 0.80]],
  "nbo_charge": [-0.142, -0.124, 0.174, -0.562, -0.623, -1.171, -1.021, -1.191, 2.065, 0.166, 0.214, 0.215]
}

***

Values for calculated total energy, Eh, ordered as above
-451.293234, -792.573552
Values for molecular weight, Da, ordered as above
115.07, 146.04
Values for relative energy (zero: lowest compared OMol25 entry of this formula, charge and spin), eV, ordered as above
3.850, 5.830